Molecular formula: C4H6BrN
Method: DFT, wB97M-V/def2-TZVPD

Each line ends with the Löwdin charge.
CARTESIAN COORDINATES (ANGSTROEM)
C -1.50250 0.74363 -1.08093  -0.485
C 0.98305 0.84126 -0.27789  0.008
H 0.13848 -2.52878 1.53434  0.050
C -0.23348 0.36374 -0.40202  -0.311
C 0.31776 -1.52181 1.25604  -0.129
Br -1.44228 2.57234 -2.04151  0.523
H 1.11219 1.89829 -0.66392  0.067
H 1.35774 -1.26230 1.49440  0.075
H -1.90319 -0.15167 -1.71575  0.118
H -2.22001 0.99000 -0.38638  0.003
H 1.78200 0.43140 0.27600  0.033
N -0.47308 -1.21993 0.34026  0.049

Its LUMO energy is 0.46 eV. As for the spin multiplicity: 1. For the energy relative to the best compared isomer or geometry (same formula, charge and spin), the calculation gives 222.9 kJ/mol. The HOMO-LUMO gap is 10.1 eV.